[1]
A 2-piece molecular cluster, CH6N2O overall in a non-equilibrium geometry. Source: OMol25; level of theory: ωB97M-V/def2-TZVPD.

The geometry in XYZ format:
```
10
Properties=species:S:1:pos:R:3:lowdin_charge:R:1
O 2.522 0.856 -0.974 -0.114
H 3.205 0.923 -0.298 0.020
N -1.545 0.011 1.115 0.076
C -1.067 -0.627 0.024 -0.376
N 0.140 -0.607 -0.375 0.055
H -0.906 0.560 1.670 0.095
H -2.466 0.412 1.138 0.090
H -1.823 -1.152 -0.563 0.117
H 0.200 -0.976 -1.317 0.054
H 1.742 0.600 -0.421 -0.016
```

## Properties
2S+1	1
frontier orbital gap	0.391	Eh
ΔE to the lowest compared entry with this formula, charge and spin	14.87	kcal per mole
SMILES	[H]/N=C/N.O
LUMO energy	0.9000	eV



[2]
C14H30NO3P2Tb as an isolated structure in a non-equilibrium geometry. Source: OMol25; level of theory: ωB97M-V/def2-TZVPD.

The geometry in XYZ format:
```
51
Properties=species:S:1:pos:R:3:mulliken_spin:R:1
Tb 0.242 -0.800 -0.566 5.927
P -0.515 -0.708 2.393 -0.015
C -2.046 -1.104 1.487 0.006
C -2.595 0.007 0.643 0.002
N -1.788 0.455 -0.354 0.035
C -2.237 1.464 -1.128 0.001
C -3.439 2.105 -0.876 -0.001
C -4.280 1.594 0.128 0.001
C -3.857 0.511 0.870 -0.002
C -1.364 1.947 -2.253 -0.001
P -0.144 0.790 -2.950 -0.009
H -4.496 0.077 1.627 0.000
H -3.698 2.966 -1.518 0.000
H -5.235 2.076 0.279 0.000
H -1.998 2.204 -3.121 0.000
H -0.824 2.862 -1.937 0.000
H -1.743 -2.095 0.619 0.004
H -2.829 -1.473 2.186 0.001
H -0.143 -2.735 -1.814 0.011
O -1.305 -2.755 -0.404 0.004
H -1.948 -3.095 -1.004 -0.003
H 0.090 -0.439 -2.391 0.036
O 0.544 -2.522 -2.447 0.008
H 1.458 -2.511 -2.010 0.005
C -1.063 -0.023 -4.276 -0.001
H -1.348 0.842 -4.902 -0.001
H -0.421 -0.748 -4.799 0.000
H -1.923 -0.547 -3.846 0.001
C 1.124 1.761 -3.697 0.000
H 1.924 1.130 -4.118 0.001
H 0.592 2.291 -4.509 -0.001
H 1.562 2.493 -2.996 0.000
C -1.169 0.541 3.515 -0.002
H -1.885 0.100 4.200 -0.001
H -0.343 0.964 4.087 0.000
H -1.655 1.354 2.983 0.000
C -0.440 -2.208 3.422 -0.003
H 0.565 -2.257 3.845 0.000
H -1.172 -2.157 4.233 -0.001
H -0.615 -3.113 2.831 0.000
C 2.491 2.621 0.357 0.002
C 2.960 1.186 0.454 0.001
C 3.507 0.878 1.826 -0.001
O 1.938 0.257 0.053 -0.003
H 1.631 2.804 1.007 0.000
H 2.199 2.886 -0.661 0.000
H 3.286 3.309 0.656 0.000
H 3.792 1.062 -0.253 -0.001
H 2.721 0.878 2.582 0.000
H 3.975 -0.107 1.841 0.000
H 4.268 1.612 2.106 0.000
```

## Properties
charge	+2
2S+1	7
frontier orbital gap (spin up / spin down)	0.245 / 0.248	Eh
ΔE to the lowest compared entry with this formula, charge and spin	23.65	kcal per mole
LUMO energy (spin up / spin down)	-7.5939 / -7.5450	eV



[3]
The molecule C5H11NO2 in a non-equilibrium geometry. Source: OMol25; level of theory: ωB97M-V/def2-TZVPD.

The geometry in XYZ format:
```
19
Properties=species:S:1:pos:R:3:lowdin_charge:R:1
C -0.342 1.930 -0.045 -0.011
C -0.459 0.518 0.295 -0.505
C -0.486 -0.500 -0.793 -0.242
C 0.637 -0.423 0.249 -0.454
C 2.080 -0.173 -0.026 0.002
H 0.361 2.453 0.575 0.082
H -0.076 2.074 -1.082 0.077
H -1.359 2.466 -0.013 0.122
H -1.965 -0.322 0.649 0.125
H -0.492 -0.166 -1.854 0.165
H -1.860 -1.800 -1.456 0.141
H -0.803 -2.321 -0.163 0.127
H 2.262 0.624 -0.700 0.061
H 2.566 -1.118 -0.477 0.117
H 2.666 0.085 0.883 0.096
H -0.290 -0.805 1.847 0.128
N -1.400 -1.520 -0.516 0.021
O -1.471 0.317 1.310 -0.034
O 0.429 -1.320 1.317 -0.018
```

## Properties
2S+1	1
frontier orbital gap	0.364	Eh
ΔE to the lowest compared entry with this formula, charge and spin	67.40	kcal per mole
SMILES	C[C@]1(O)[C@@H](N)[C@@]1(C)O
LUMO energy	0.7780	eV



[4]
A 15-piece molecular cluster, C6H41NO14 overall in a non-equilibrium geometry. Source: OMol25; level of theory: ωB97M-V/def2-TZVPD.

The geometry in XYZ format:
```
62
Properties=species:S:1:pos:R:3:lowdin_charge:R:1
C -0.891 0.049 0.071 -0.167
C -2.007 -0.571 -0.768 -0.183
C -1.442 -1.230 -1.990 -0.209
C -2.092 -1.217 -3.153 -0.013
C 0.226 -0.884 0.647 -0.178
N 1.538 -0.513 0.031 -0.163
C 2.645 -1.274 0.536 -0.116
H -0.385 0.899 -0.400 0.093
H -1.420 0.470 0.924 0.093
H -2.775 0.190 -1.088 0.131
H -2.511 -1.467 -0.310 0.132
H -0.569 -1.923 -1.946 0.071
H -1.791 -1.972 -3.891 0.048
H -3.070 -0.804 -3.416 0.063
H 0.046 -1.971 0.644 0.100
H 0.383 -0.660 1.683 0.072
H 1.415 -0.555 -0.979 0.087
H 2.728 -1.171 1.673 0.107
H 2.785 -2.234 0.045 0.072
H 3.551 -0.658 0.155 0.104
H -3.400 -2.108 2.743 0.057
H -2.011 -1.674 3.245 0.010
O -2.467 -2.333 2.679 -0.069
H 0.573 1.641 4.091 0.102
H 0.096 1.340 2.616 0.022
O 0.367 0.911 3.462 -0.080
H -1.652 3.591 -2.967 0.038
H -2.130 2.218 -3.509 0.055
O -2.453 3.075 -3.184 -0.070
H 1.798 1.264 0.421 0.070
H 2.954 1.964 -0.197 0.090
O 2.405 2.070 0.602 -0.096
H 3.021 0.764 2.876 -0.002
H 3.591 1.976 2.053 0.002
O 3.685 1.464 2.872 -0.081
H 1.396 4.950 0.454 0.077
H 1.698 3.435 0.127 0.016
O 1.010 4.173 0.038 -0.089
H -1.202 2.587 1.244 0.017
H 0.238 3.315 1.329 0.017
O -0.497 2.882 1.829 -0.062
H -1.301 -3.504 1.893 0.008
H -0.331 -4.643 1.879 0.063
O -0.813 -4.073 1.265 -0.079
H 1.871 1.007 -3.824 0.078
H 0.843 -0.106 -3.338 0.052
O 1.301 0.711 -3.109 -0.032
H -0.466 -0.367 3.960 0.027
H 0.087 -1.631 4.695 0.043
O -0.752 -1.246 4.431 -0.110
H 0.707 3.083 -1.534 0.011
H 0.442 2.003 -2.483 0.002
O 0.065 2.887 -2.240 -0.089
H -1.463 3.330 -0.663 -0.019
H -2.686 3.319 -1.524 0.006
O -2.422 3.394 -0.563 -0.092
H 0.361 -4.570 -0.320 0.015
H -1.000 -4.929 -0.882 0.052
O -0.057 -4.996 -1.075 -0.063
H 0.580 -3.304 -3.415 0.047
H 0.661 -3.414 -1.826 -0.005
O 0.987 -2.960 -2.620 -0.082
```

## Properties
2S+1	1
frontier orbital gap	0.354	Eh
ΔE to the lowest compared entry with this formula, charge and spin	75.13	kcal per mole
LUMO energy	-0.0866	eV



[5]
The molecule C2H4N6O in a non-equilibrium geometry. Source: OMol25; level of theory: ωB97M-V/def2-TZVPD.

The geometry in XYZ format:
```
13
Properties=species:S:1:pos:R:3:lowdin_charge:R:1
C -0.309 -1.396 0.962 -0.571
C 0.126 0.624 -0.036 -0.387
H -2.269 -1.761 1.397 0.034
H -1.438 -3.361 0.882 0.210
H 0.745 2.730 -1.878 0.134
H 0.554 2.571 0.502 0.167
N -1.459 -2.208 1.111 0.109
N -0.504 -0.011 0.899 0.146
N 0.771 -0.066 -1.154 0.107
N 1.327 0.771 -1.917 0.037
N 1.301 2.058 -1.313 -0.014
N 0.300 1.928 -0.268 0.059
O 0.855 -1.880 0.813 -0.029
```

## Properties
2S+1	1
frontier orbital gap	0.337	Eh
ΔE to the lowest compared entry with this formula, charge and spin	22.62	kcal per mole
SMILES	NC(=O)/N=c1\nn[nH][nH]1
LUMO energy	-0.2088	eV



[6]
The molecule C20H19NO5 in a non-equilibrium geometry. Source: OMol25; level of theory: ωB97M-V/def2-TZVPD.

The geometry in XYZ format:
```
45
Properties=species:S:1:pos:R:3:lowdin_charge:R:1
C 1.934 6.376 -0.410 -0.062
C 2.487 5.293 0.498 -0.235
H 3.579 5.230 0.429 0.121
H 2.224 5.478 1.546 0.122
O 1.920 4.052 0.088 -0.004
C 2.265 2.972 0.774 -0.287
N 3.134 3.089 1.768 0.139
C 3.509 2.002 2.424 -0.125
C 3.054 0.732 2.122 -0.058
C 2.137 0.599 1.089 0.007
C 1.715 1.724 0.397 -0.030
C 0.698 1.632 -0.673 -0.420
O -0.138 2.456 -0.929 0.151
O 0.825 0.467 -1.341 -0.006
C -0.150 0.203 -2.348 -0.100
C -1.370 -0.463 -1.767 -0.110
C -2.590 0.101 -1.888 0.091
C -3.784 -0.520 -1.341 -0.436
O -4.903 -0.081 -1.433 0.121
O -3.610 -1.698 -0.674 0.121
C -2.398 -2.284 -0.520 -0.127
C -2.356 -3.492 0.190 -0.144
C -1.130 -4.125 0.366 -0.224
C 0.027 -3.554 -0.165 -0.034
C -0.015 -2.372 -0.865 -0.015
C -1.232 -1.710 -1.055 -0.093
H 0.891 -1.946 -1.263 0.110
H 0.974 -4.055 -0.024 0.110
C -1.051 -5.416 1.118 -0.040
H -1.668 -6.175 0.639 0.087
H -1.419 -5.288 2.135 0.086
H -0.027 -5.777 1.162 0.077
C -3.617 -4.080 0.744 -0.017
H -4.466 -3.446 0.508 0.081
H -3.790 -5.070 0.324 0.089
H -3.545 -4.184 1.825 0.089
H -2.740 1.042 -2.392 0.135
H -0.435 1.143 -2.830 0.132
H 0.340 -0.456 -3.071 0.143
H 1.730 -0.367 0.829 0.115
H 3.393 -0.125 2.680 0.100
H 4.210 2.176 3.229 0.109
H 0.849 6.391 -0.348 0.079
H 2.217 6.181 -1.440 0.077
H 2.324 7.344 -0.109 0.076
```

## Properties
2S+1	1
frontier orbital gap	0.322	Eh
ΔE to the lowest compared entry with this formula, charge and spin	17.70	kcal per mole
SMILES	CCOc1ncccc1C(=O)OCc1cc(=O)oc2c(C)c(C)ccc12
LUMO energy	-0.0251	eV